41
Properties=species:S:1:pos:R:3:forces:R:3 method="wB97M-V/def2-TZVPD" smiles="NC(N)=O.CC(C)O.CC(C)O.O.O.O" mol_weight_g_mol=234.29 orbital_gap_ev=10.090 e_homo_ev=-9.645 total_charge=0 e_above_lowest_ev=0.4014 spin_multiplicity=1 lumo_ev=0.44
O -1.6655 -0.0652 -3.6721 -0.361 0.486 -2.003
O -2.0783 1.3524 -1.1133 0.212 -0.544 0.844
O -2.6287 -0.5626 0.6609 0.150 -0.434 1.010
O -1.0162 -1.3331 -1.2947 -0.471 0.359 -0.216
O -1.5215 -1.4642 3.1221 -1.053 -0.179 -0.156
O 0.3790 1.4902 0.4715 -2.184 -0.402 -0.498
N 0.0651 -1.4593 4.7956 -0.649 0.066 -0.886
N 0.2333 -0.0900 3.0095 -1.196 1.287 -2.221
C 1.3258 -1.6068 -1.1830 -0.262 1.214 -1.196
C -0.0669 -3.0610 -2.7449 -0.054 1.010 -1.155
C 0.8213 3.7313 -0.5131 0.384 -2.679 -0.237
C -0.4864 -1.0179 3.5843 0.305 -0.642 0.946
C 1.3540 2.3278 -0.0623 0.056 0.662 -1.533
C -0.0088 -2.2911 -1.4174 0.667 -0.106 -0.576
C 2.5297 2.4484 0.8541 0.707 0.264 1.148
H 1.6731 1.9158 -1.0206 0.447 -0.464 -0.052
H 0.2672 4.1298 0.2903 -1.021 0.834 0.549
H -0.0167 -3.0003 -0.6336 -0.776 -1.097 1.031
H -0.4095 1.4467 -0.1714 1.392 0.012 1.028
H 1.4570 -0.8802 -2.0502 0.178 -0.630 1.161
H -1.1078 -3.2860 -3.0439 0.448 0.297 0.111
H 1.6914 4.2858 -0.7070 1.009 1.181 -0.268
H -2.6101 1.0561 -0.3351 0.408 0.161 -0.851
H 0.4220 -4.0009 -2.6468 0.492 -0.897 0.221
H 0.4895 -2.5632 -3.6154 -0.936 -0.264 1.178
H -1.8149 0.1885 -2.7823 -0.084 0.236 1.600
H 3.1218 3.3168 0.4937 0.076 -0.819 0.517
H 1.0860 0.1155 3.4206 1.548 1.068 0.399
H 1.2023 -1.0368 -0.2346 0.629 -0.390 -0.612
H 0.3301 3.5667 -1.4800 -0.522 0.422 0.532
H -0.1715 0.4503 2.2278 1.047 -0.361 0.463
H 2.2346 2.6132 1.8949 -0.506 0.795 -0.086
H -1.7405 -1.4906 -0.6582 0.787 -0.098 -0.189
H -2.1470 -0.8404 1.5026 -0.819 0.124 -0.646
H -2.5120 2.0535 -1.5811 -0.505 0.612 -0.091
H -0.4676 -2.2821 4.9994 0.426 -0.708 0.682
H 1.0739 -1.5496 4.7266 -0.314 -0.368 0.428
H 3.1423 1.5551 1.0654 -0.047 0.088 -1.149
H -3.4866 -1.0065 0.6621 0.156 0.069 0.337
H 2.1410 -2.3473 -1.2040 -0.154 0.437 0.250
H -1.0840 -0.8086 -3.6160 0.392 -0.603 0.187